(1)
{
  "formula": "C23H25IN4O5OsS",
  "method": "wB97M-V/def2-TZVPD",
  "symbols": ["Os", "C", "C", "N", "C", "C", "C", "O", "C", "C", "N", "C", "C", "C", "C", "C", "C", "I", "C", "O", "H", "H", "H", "H", "H", "H", "H", "H", "H", "H", "H", "H", "O", "C", "O", "H", "N", "C", "S", "C", "C", "C", "N", "C", "C", "H", "H", "H", "H", "H", "H", "C", "C", "O", "H", "H", "H", "H", "H", "H"],
  "coordinates": [[-0.872382, 0.710556, -0.671509], [0.816777, -1.751354, -4.292219], [1.815189, -1.378064, -3.271017], [3.104325, -1.506157, -3.530664], [3.979647, -1.130097, -2.613861], [3.651602, -0.588483, -1.330162], [4.786470, -0.239771, -0.390250], [4.569566, -0.770218, 0.901764], [2.320683, -0.412725, -1.020429], [1.910835, 0.050577, 0.305376], [0.735042, 0.470483, 0.594892], [0.420359, 0.806152, 1.958697], [1.095857, 1.836825, 2.582800], [0.695038, 2.233129, 3.851255], [-0.383854, 1.605940, 4.450021], [-1.046081, 0.565477, 3.806000], [-0.653174, 0.135184, 2.547849], [-2.168580, 2.581769, 0.501392], [1.353993, -0.809987, -1.999236], [0.101933, -0.691044, -1.848709], [1.304466, -2.262435, -5.116154], [0.323803, -0.845850, -4.664516], [0.028802, -2.370660, -3.860438], [5.025074, -1.270983, -2.867646], [4.847853, 0.850318, -0.309659], [5.730195, -0.576832, -0.818648], [5.175158, -1.499012, 1.070870], [2.644256, -0.018571, 1.104649], [1.902344, 2.345054, 2.068797], [1.210888, 3.038454, 4.354883], [-0.720819, 1.923553, 5.426879], [-1.887524, 0.111855, 4.309646], [-1.145502, 1.366850, -3.766701], [-2.164744, 0.874049, -3.299879], [-2.337012, 0.543782, -2.054556], [-3.055376, 0.714131, -3.918751], [-3.827166, -3.933630, 3.945650], [-4.298499, -3.264843, 2.884534], [-5.873730, -3.130993, 2.473690], [-3.278506, -2.529335, 2.074856], [-3.424580, -2.474298, 0.672956], [-2.695661, -1.520206, -0.052033], [-1.762246, -0.750251, 0.463657], [-1.279525, -1.054879, 1.834223], [-2.277325, -1.809370, 2.651854], [-4.481127, -4.416402, 4.543028], [-2.845885, -4.109976, 4.078650], [-4.175953, -3.067841, 0.174479], [-2.948187, -1.336122, -1.088213], [-0.454761, -1.777292, 1.668248], [-2.147808, -1.826981, 3.724544], [-0.023551, 4.389719, -2.257035], [0.785046, 3.304726, -1.592162], [0.232762, 1.984630, -1.896717], [0.444484, 5.354028, -2.059816], [-1.043720, 4.420568, -1.875969], [-0.053338, 4.249568, -3.338287], [0.779782, 3.393885, -0.506498], [1.816472, 3.296570, -1.944883], [-0.282059, 1.966807, -2.769500]],
  "atomic_forces_ev_per_a": [[0.8, -1.3, 0.0], [-0.2, 0.1, -0.1], [0.2, 0.2, 0.6], [-0.5, 0.0, -0.1], [0.0, 0.4, 1.0], [0.6, -0.4, -0.8], [-0.1, 0.2, -0.2], [0.1, -0.2, 0.2], [-0.2, 0.1, 0.1], [0.2, -0.1, -0.1], [-0.3, 0.2, 0.1], [0.1, -0.1, -0.3], [-0.1, 0.0, 0.1], [0.0, 0.0, 0.0], [0.0, 0.0, 0.0], [0.0, 0.0, 0.0], [0.1, 0.1, 0.2], [-0.1, 0.4, 0.2], [0.5, -0.2, -0.6], [-0.7, 0.4, 0.4], [0.0, 0.0, 0.0], [0.0, 0.0, 0.0], [0.0, 0.0, 0.0], [0.0, 0.0, 0.0], [0.0, 0.0, 0.1], [0.0, 0.0, 0.0], [0.0, 0.1, 0.0], [0.0, 0.0, 0.0], [0.0, 0.0, 0.0], [0.0, 0.0, 0.0], [0.0, 0.0, 0.0], [0.0, 0.0, 0.0], [-0.4, 0.0, -0.7], [-0.2, 0.2, 0.4], [-0.3, -0.1, -0.5], [0.1, -0.1, -0.1], [-1.4, 0.4, -1.1], [3.1, -0.5, 1.6], [-1.2, 0.1, -0.3], [-0.2, 0.2, -0.2], [0.0, 0.4, -0.6], [-0.3, -0.4, 0.1], [-0.1, 0.4, -0.1], [0.0, -0.1, -0.2], [-0.2, -0.3, 0.4], [0.1, -0.1, 0.3], [0.2, 0.1, -0.1], [0.0, 0.0, -0.1], [0.0, 0.0, 0.0], [0.0, 0.0, 0.0], [0.0, 0.1, 0.0], [0.0, 0.1, 0.0], [-0.2, -0.3, 0.0], [0.4, 0.7, 0.5], [0.0, 0.0, 0.0], [0.0, 0.0, 0.0], [0.0, 0.0, 0.0], [0.0, 0.1, 0.0], [0.0, 0.0, 0.0], [0.2, -0.3, -0.1]],
  "e_above_lowest_ev": 0.6285,
  "e_homo_ev": [-13.34, -12.62],
  "s2": 6.099,
  "multiplicity": 5,
  "total_energy_ha": -2272.63174,
  "max_force_ev_per_a": 3.5,
  "total_charge": 2
}

(2)
{
  "formula": "C23H25N2O",
  "method": "wB97M-V/def2-TZVPD",
  "symbols": ["C", "O", "C", "C", "C", "C", "C", "C", "C", "C", "C", "C", "C", "N", "C", "C", "C", "N", "C", "C", "C", "C", "C", "C", "C", "C", "H", "H", "H", "H", "H", "H", "H", "H", "H", "H", "H", "H", "H", "H", "H", "H", "H", "H", "H", "H", "H", "H", "H", "H", "H"],
  "coordinates": [[4.522068, -2.129199, 1.622894], [4.111754, -0.751820, 1.651779], [2.814794, -0.381845, 1.902528], [2.519063, 0.966223, 1.698804], [1.309158, 1.482103, 1.923815], [0.221501, 0.720350, 2.418521], [-1.134644, 1.415519, 2.498640], [-2.185662, 0.356913, 2.256233], [-3.522293, 0.691337, 2.625379], [-4.598963, -0.147757, 2.370623], [-4.471275, -1.385942, 1.737699], [-3.178500, -1.718613, 1.290459], [-2.095854, -0.889126, 1.528086], [-1.433669, 2.551733, 3.643594], [-2.207645, 3.725008, 3.382485], [-2.516981, 4.696155, 4.304626], [-2.035117, 4.614903, 5.609608], [-2.313715, 5.564071, 6.560564], [-1.595894, 5.626681, 7.781621], [-2.116657, 6.873758, 8.552399], [-3.390681, 7.349639, 7.754897], [-3.278293, 6.616911, 6.387953], [-1.262455, 3.474745, 5.897118], [-0.995468, 2.471670, 4.949747], [0.546268, -0.678678, 2.598991], [1.759744, -1.226808, 2.341497], [5.566216, -2.088597, 1.288171], [4.452375, -2.554216, 2.632646], [3.914939, -2.710238, 0.914786], [3.400923, 1.569692, 1.423928], [1.139243, 2.564803, 1.801961], [-1.195433, 2.256585, 1.547794], [-3.645237, 1.642330, 3.154994], [-5.582142, 0.194444, 2.695716], [-5.323466, -2.048766, 1.586526], [-3.068155, -2.654269, 0.754793], [-1.128737, -1.284201, 1.150698], [-2.630515, 3.866914, 2.349241], [-3.151542, 5.538729, 4.018952], [-0.503036, 5.712707, 7.632706], [-1.746660, 4.757627, 8.447274], [-1.372495, 7.698601, 8.515567], [-2.315516, 6.657776, 9.626973], [-4.327988, 7.074475, 8.293860], [-3.382449, 8.458517, 7.657513], [-4.290692, 6.274357, 6.099881], [-2.976938, 7.369601, 5.634712], [-0.928573, 3.322892, 6.895744], [-0.430933, 1.568209, 5.258701], [-0.239121, -1.378923, 3.025864], [2.003179, -2.283908, 2.578767]],
  "atomic_forces_ev_per_a": [[-0.3, 0.4, 0.2], [-1.0, 0.3, 0.1], [-0.1, -0.9, -0.1], [3.3, -0.5, -0.4], [-2.6, 1.3, 1.0], [1.8, -0.1, -0.1], [0.4, 1.8, -3.1], [-3.3, -0.5, -0.1], [1.5, -0.2, -0.1], [-0.8, 0.0, 0.3], [1.0, 0.8, 0.0], [-1.3, 0.2, 0.4], [1.5, 0.7, 0.2], [-0.6, 0.8, 1.0], [0.3, -1.3, -1.2], [-0.3, -0.3, -1.1], [-0.1, 0.7, 1.5], [0.1, -1.6, -1.9], [0.9, 0.3, 2.5], [-0.1, 0.7, -0.3], [0.2, -0.3, 0.8], [-1.2, 1.8, -0.1], [0.3, -1.1, -1.1], [-0.3, 0.3, -0.1], [-3.3, 0.8, 1.5], [2.7, -0.5, -0.2], [-0.4, -0.2, 0.2], [0.1, 0.0, -0.3], [0.1, 0.1, 0.2], [-0.8, -0.1, -0.1], [0.2, -0.5, -0.1], [0.3, -2.6, 2.4], [-0.4, -0.5, -0.2], [0.2, -0.2, -0.1], [0.3, 0.3, 0.0], [0.3, 0.1, 0.0], [-0.9, 0.7, 0.2], [0.8, -0.6, 1.1], [0.3, -0.4, -0.2], [-0.4, -0.1, -0.2], [-0.1, 0.0, -0.5], [-0.3, -0.7, 0.1], [0.1, 0.1, -0.9], [0.7, 0.1, -0.5], [-0.1, -0.9, -0.1], [0.6, -0.3, 0.0], [0.1, -0.5, 0.1], [0.4, -0.2, 0.5], [-0.4, 0.7, -0.5], [1.1, 1.1, -0.5], [-0.5, 0.8, -0.3]],
  "smiles": "COc1ccc([C@@H](c2ccccc2)[n+]2ccc(N3CCCC3)cc2)cc1",
  "e_above_lowest_ev": 1.3372,
  "e_homo_ev": -11.05,
  "multiplicity": 1,
  "total_energy_ha": -1075.88703,
  "max_force_ev_per_a": 3.7,
  "total_charge": 1
}

(3)
{
  "formula": "C23H25N3O4",
  "method": "wB97M-V/def2-TZVPD",
  "symbols": ["C", "C", "C", "C", "C", "O", "C", "C", "C", "C", "C", "O", "N", "C", "C", "C", "O", "C", "C", "C", "C", "N", "C", "C", "C", "N", "O", "C", "C", "C", "H", "H", "H", "H", "H", "H", "H", "H", "H", "H", "H", "H", "H", "H", "H", "H", "H", "H", "H", "H", "H", "H", "H", "H", "H"],
  "coordinates": [[0.547757, 6.783652, -3.023736], [0.534530, 6.196937, -1.645293], [-0.392007, 6.627880, -0.705003], [-0.432408, 6.090600, 0.564799], [0.471378, 5.096352, 0.923980], [0.348326, 4.616496, 2.207932], [1.156194, 3.547149, 2.610014], [0.862795, 2.282710, 1.866845], [-0.109486, 1.946335, 0.971209], [0.181623, 0.594301, 0.644679], [-0.604094, -0.162824, -0.367647], [-1.303688, 0.466781, -1.146604], [-0.512174, -1.507073, -0.409533], [0.169812, -2.372070, 0.521492], [-0.851664, -3.150582, 1.355934], [-1.789212, -3.948247, 0.438749], [-1.080370, -4.942054, -0.287192], [-0.731269, -6.106609, 0.313634], [-0.020421, -7.015705, -0.475843], [0.355645, -8.228318, 0.064028], [0.009303, -8.501641, 1.380834], [-0.660562, -7.650520, 2.133611], [-1.021240, -6.486040, 1.624284], [-2.422954, -3.013695, -0.596361], [-1.343702, -2.234308, -1.346510], [1.240753, 0.189885, 1.303750], [1.670877, 1.226543, 2.060266], [1.409919, 4.666653, -0.002315], [1.446675, 5.205124, -1.282222], [2.460512, 4.706374, -2.265631], [1.509605, 7.249757, -3.236118], [-0.230714, 7.534816, -3.128002], [0.383373, 6.008425, -3.771495], [-1.101469, 7.397033, -0.973912], [-1.155818, 6.421827, 1.292295], [2.227014, 3.784616, 2.519056], [0.933168, 3.403386, 3.673803], [-0.905415, 2.542317, 0.580680], [0.828778, -1.784822, 1.158275], [0.773740, -3.081755, -0.054784], [-1.449066, -2.457924, 1.950824], [-0.322362, -3.822599, 2.032423], [-2.586114, -4.421461, 1.030266], [0.215568, -6.747417, -1.494369], [0.905143, -8.946897, -0.523963], [0.277911, -9.435671, 1.854300], [-1.565552, -5.846252, 2.305270], [-3.007286, -3.600452, -1.305149], [-3.088544, -2.318491, -0.083283], [-1.794807, -1.513114, -2.029439], [-0.714399, -2.930553, -1.908167], [2.125601, 3.898218, 0.248105], [3.087018, 5.524034, -2.620419], [3.098805, 3.949788, -1.816589], [1.964971, 4.269105, -3.131758]],
  "atomic_forces_ev_per_a": [[0.0, -0.1, 0.1], [0.0, 0.0, 0.0], [0.1, -0.1, 0.0], [0.1, -0.2, 0.2], [-0.1, 0.3, -0.2], [-0.2, 0.0, -0.2], [0.4, -0.2, 0.3], [-0.9, -0.2, -0.6], [0.5, 0.0, 0.5], [0.4, 0.8, 0.7], [0.0, -0.4, -0.3], [0.0, 0.3, 0.2], [0.0, -0.1, -0.2], [0.2, -0.2, 0.6], [0.1, -0.3, -0.4], [-0.5, 0.4, 0.4], [0.1, -0.1, -0.2], [0.2, -0.4, -0.1], [-0.1, 0.2, 0.2], [-0.1, 0.2, 0.0], [0.1, -0.2, -0.1], [0.0, -0.3, 0.3], [-0.2, 0.6, -0.2], [0.4, -0.3, 0.0], [-0.4, 0.1, -0.3], [-0.1, -0.8, -0.5], [0.1, 0.6, 0.3], [0.1, 0.0, 0.2], [-0.1, 0.1, 0.1], [0.0, 0.0, 0.0], [0.0, 0.1, -0.1], [0.0, 0.1, -0.1], [0.0, 0.0, -0.1], [-0.1, 0.1, 0.0], [-0.1, 0.0, 0.1], [-0.1, 0.0, 0.0], [0.1, 0.0, -0.2], [-0.1, 0.2, -0.1], [-0.1, -0.3, -0.1], [0.0, 0.1, 0.1], [0.0, 0.0, 0.1], [0.0, 0.0, 0.1], [0.1, 0.0, -0.1], [0.0, 0.0, -0.1], [0.0, -0.1, 0.0], [0.1, -0.1, 0.0], [0.0, 0.2, -0.1], [-0.1, 0.0, 0.0], [0.0, 0.0, 0.0], [0.1, -0.2, 0.0], [0.0, 0.1, 0.0], [0.1, -0.1, 0.0], [0.1, 0.0, -0.1], [0.1, 0.0, 0.0], [0.0, 0.0, -0.1]],
  "smiles": "Cc1ccc(OCc2cc(C(=O)N3CCC(Oc4cccnc4)CC3)no2)cc1C",
  "e_above_lowest_ev": 4.0014,
  "e_homo_ev": -8.39,
  "multiplicity": 1,
  "total_energy_ha": -1356.63178,
  "max_force_ev_per_a": 1.2,
  "total_charge": 0
}